No. 1
The following is a quantum chemistry calculation of 2 unconnected molecules or ions with the total composition CH5NO, from the OMol25 dataset.

Output
Electronic energy, eV: -4654.7682
Net charge: 0
Orbital gap, eV: 11.07
SMILES: C=O.N
E_LUMO, eV: 0.866

Geometry as XYZ:
```
8
Properties=species:S:1:pos:R:3:forces:R:3
N 0.580 -1.551 -0.195 -0.361 -0.119 0.168
H 1.253 -0.808 -0.068 0.058 -0.058 -0.173
H -0.158 -1.248 -0.816 0.099 0.114 -0.031
H 1.011 -2.360 -0.618 0.210 0.066 0.023
O 0.271 2.059 0.901 0.060 0.136 0.049
C -0.675 1.505 0.426 -0.231 -0.511 -0.200
H -0.691 1.141 -0.621 0.130 0.182 -0.036
H -1.591 1.261 0.990 0.035 0.191 0.200
```
Forces are in eV/Å.

=====

No. 2
The following is a quantum chemistry calculation of 2 unconnected molecules or ions with the total composition CH5NO, from the OMol25 dataset.

Output
Electronic energy, eV: -4647.6198
Net charge: 0
Orbital gap, eV: 6.08
E_LUMO, eV: -3.564

Geometry as XYZ:
```
8
Properties=species:S:1:pos:R:3:forces:R:3
N 0.041 0.089 -0.935 -4.132 2.429 0.849
C 0.674 0.402 0.310 -0.204 -2.377 -1.025
O -1.988 -0.830 0.773 1.421 0.375 -0.240
H -1.024 -0.072 -0.622 1.734 0.945 -1.018
H 0.163 -0.784 -1.351 1.614 -1.714 -0.619
H -0.037 -0.408 0.806 0.897 0.124 1.635
H 1.785 0.288 0.226 -1.109 -0.419 0.764
H 0.385 1.315 0.793 -0.222 0.637 -0.345
```
Forces are in eV/Å.

=====

Number 1: largest force on an atom 0.6 eV/A. Number 2: largest force on an atom 4.9 eV/A.